C54H28F4IN9O5Ti | ωB97M-V with the def2-TZVPD basis set

XYZ file:
```
102
Properties=species:S:1:pos:R:3:lowdin_charge:R:1
Ti 0.1031 0.0595 0.0605 1.134
O 3.0046 1.0368 -3.0697 0.057
C 3.3694 2.2307 -2.5639 -0.266
C 4.0265 3.1187 -3.4177 -0.019
C 4.4368 4.3541 -2.9594 -0.097
C 4.1978 4.7361 -1.6418 -0.103
C 3.5448 3.8612 -0.7955 -0.028
C 3.1249 2.6053 -1.2328 -0.070
C 2.3969 1.7095 -0.3089 -0.401
O 1.8860 0.6037 -0.7941 -0.197
N 2.2830 2.0254 0.9506 0.110
N 1.5209 1.0068 1.5238 -0.048
C 1.8506 0.6243 2.6938 -0.052
C 1.3424 -0.6040 3.2780 -0.141
C 1.6080 -0.8800 4.6241 -0.055
C 1.2520 -2.0857 5.1882 -0.104
C 0.6430 -3.0545 4.3856 -0.075
C 0.3911 -2.8214 3.0495 -0.001
C 0.7254 -1.5865 2.4765 -0.303
O 0.4453 -1.3716 1.1970 -0.198
H 2.5417 0.5528 -2.3425 0.073
H 4.1985 2.8097 -4.4405 0.113
H 4.9419 5.0317 -3.6376 0.096
H 4.5076 5.7106 -1.2879 0.091
H 3.3302 4.1317 0.2297 0.107
H 2.6190 1.1843 3.2283 0.132
H 2.1029 -0.1202 5.2195 0.106
H 1.4487 -2.2814 6.2342 0.092
H 0.3592 -4.0077 4.8152 0.101
H -0.0939 -3.5456 2.4070 0.072
C -4.0407 0.7517 -1.4524 -0.049
C -3.9184 0.2305 -2.7332 -0.058
C -2.7998 -0.5182 -3.0488 -0.020
C -1.7950 -0.7010 -2.0991 -0.189
C -1.8411 -0.1037 -0.8303 -0.103
C -3.0112 0.5992 -0.5309 -0.084
C -0.6507 -1.5743 -2.3529 -0.183
C -0.7482 -2.6341 -3.2873 0.006
C 0.2736 -3.5133 -3.3974 0.017
C 1.4227 -3.3549 -2.5836 -0.142
C 2.4966 -4.2689 -2.6569 -0.039
C 3.5764 -4.1470 -1.8312 -0.092
C 3.6071 -3.0963 -0.8949 -0.070
C 2.5824 -2.1953 -0.8038 -0.013
C 1.4582 -2.2897 -1.6592 -0.163
N 0.4107 -1.3905 -1.5766 0.094
H -4.9419 1.2859 -1.1730 0.120
H -4.7101 0.3691 -3.4594 0.119
H -2.7208 -0.9693 -4.0301 0.116
H -3.1431 1.0814 0.4298 0.101
H -1.6696 -2.7815 -3.8294 0.107
H 0.1964 -4.3667 -4.0599 0.119
H 2.4308 -5.0785 -3.3739 0.110
H 4.3940 -4.8545 -1.8846 0.095
H 4.4521 -2.9998 -0.2245 0.101
H 2.6307 -1.4055 -0.0750 0.092
F -4.1292 -2.7015 1.2216 0.065
C -4.8100 -2.4483 0.0769 -0.157
C -5.8829 -1.5859 0.1645 -0.173
F -6.1215 -1.0277 1.3683 0.077
C -6.6725 -1.2287 -0.9317 -0.096
C -6.2677 -1.8407 -2.1204 -0.182
C -5.1568 -2.6539 -2.2156 -0.179
F -4.8075 -3.0816 -3.4489 0.075
C -4.3680 -3.0080 -1.1226 -0.073
C -3.1697 -3.8397 -1.2255 -0.212
C -2.1766 -3.8145 -0.2380 -0.237
N -1.3431 -3.8092 0.5711 0.155
C -2.9183 -4.7094 -2.3011 -0.292
N -2.6886 -5.4504 -3.1653 0.099
F -6.9386 -1.5869 -3.2622 0.079
C -7.7651 -0.2689 -0.8525 -0.241
C -8.5466 -0.1221 0.3094 -0.292
N -9.2136 0.0127 1.2492 0.074
C -8.0851 0.5723 -1.9348 -0.299
N -8.3625 1.2799 -2.8122 0.076
N -4.5748 1.3477 5.8693 0.158
C -3.8957 1.1709 4.9605 -0.164
C -3.0078 0.9406 3.8464 -0.198
C -2.9454 -0.3054 3.2342 0.037
C -2.0445 -0.4798 2.2017 -0.088
N -1.2467 0.5082 1.7740 -0.007
C -1.3292 1.7107 2.3431 -0.085
C -2.1948 1.9706 3.3890 0.022
H -3.5873 -1.1206 3.5336 0.130
H -1.9727 -1.4286 1.6813 0.108
H -0.7017 2.4849 1.9265 0.112
H -2.2414 2.9567 3.8269 0.123
I -2.1573 3.2408 -7.0635 0.812
C -1.7786 3.1134 -5.0080 -0.731
C -2.6679 3.6963 -4.1183 -0.145
C -2.4099 3.6041 -2.7594 -0.010
C -1.2912 2.9227 -2.2998 -0.116
C -0.4174 2.3382 -3.2082 0.002
C -0.6493 2.4396 -4.5713 -0.140
C -1.0614 2.7996 -0.8196 -0.534
O -1.6111 3.5364 -0.0229 0.079
O -0.1721 1.8947 -0.5049 -0.171
H -3.5557 4.1996 -4.4750 0.092
H -3.0882 4.0388 -2.0371 0.125
H 0.4491 1.7987 -2.8478 0.107
H 0.0334 1.9863 -5.2769 0.093
```

Results
Calculated total energy ... -122192.8353 eV
Total charge ... -2
Orbital gap ... 4.71 eV
Highest occupied orbital energy ... -1.599 eV